Version one
This record from the Open Molecules 2025 dataset describes a single C4H7NS3 molecule. The level of theory is wB97M-V/def2-TZVPD.

Last column: Mulliken charge in e.
Cartesian coordinates (Å):
H 2.68 -0.93 2.35  0.16
C -1.37 0.81 0.56  0.28
S 2.18 -1.11 1.00  -0.13
N 0.63 -0.56 1.14  -0.38
S 0.19 0.01 -1.55  -0.01
C 0.89 -1.69 -1.75  -0.80
S -1.78 1.92 -0.57  -0.28
H -2.19 -0.60 1.91  0.24
H -0.85 0.64 2.71  0.23
H 0.19 -2.51 -1.42  0.32
C -1.75 0.49 1.95  -0.84
C -0.12 -0.12 0.23  0.40
H -2.61 1.01 2.42  0.34
H 1.15 -2.00 -2.95  0.26
H 1.91 -1.78 -1.08  0.20

## Properties
Structure (SMILES) ... CS/C(=N\S)C(C)=S
Orbital gap ... 0.284 Eh

***

Version two
This record from the Open Molecules 2025 dataset describes a molecular structure, C4H7NS3. The level of theory is wB97M-V/def2-TZVPD.

Last column: Mulliken charge in e.
Cartesian coordinates (Å):
H -1.14 2.38 -1.31  0.30
H 0.58 -1.16 1.36  0.31
H 2.21 -0.69 1.74  0.36
H -2.04 1.89 0.16  0.30
H 0.95 0.53 1.41  0.30
C 1.32 -0.41 1.15  -1.07
S -1.39 -2.17 -0.65  -0.10
N -1.65 -0.54 -0.31  -0.40
H -2.42 -2.60 0.01  0.15
C -0.84 0.35 -0.75  0.42
S 0.69 -0.11 -1.57  -0.11
H -0.21 2.13 0.19  0.22
S 3.26 -0.91 -0.76  -0.26
C -1.09 1.77 -0.41  -0.82
C 1.77 -0.46 -0.27  0.40

## Properties
Orbital gap ... 0.315 Eh

***

Version three
This record from the Open Molecules 2025 dataset describes a single C4H7NS3 molecule. The level of theory is wB97M-V/def2-TZVPD.

Last column: Mulliken charge in e.
Cartesian coordinates (Å):
H 1.77 -2.33 -0.53  0.29
C 1.97 -0.34 -0.38  -0.39
S -0.50 -1.51 -0.09  0.00
C -1.01 0.10 0.21  0.02
S 0.02 1.60 0.18  -0.05
C 1.12 -1.41 -0.78  -0.57
H 2.28 1.75 -0.70  0.34
C 1.35 1.14 -0.88  -0.62
N 2.42 -0.38 1.08  -0.57
H 0.95 1.25 -1.86  0.42
S -2.71 0.32 0.29  -0.19
H 2.98 0.41 1.45  0.26
H 1.12 -1.12 -1.84  0.36
H 1.43 -0.46 1.58  0.33
H 3.03 -0.21 -0.92  0.38

## Properties
Orbital gap ... 0.295 Eh

***

It turns out version two is the most stable, with the second structure 0.0342 hartree higher.